Entry 1:
{"formula": "C26H34N2O5S", "method": "wB97M-V/def2-TZVPD", "total_charge": 0, "e_above_lowest_ev": 0.2065, "homo_lumo_gap_ev": 8.8058, "smiles": "COc1ccc([C@H](C(=O)NC2CCCC2)N(C[C@H]2CCCO2)C(=O)Cc2cccs2)cc1OC", "spin_multiplicity": 1, "e_homo_ha": -0.3017, "lumo_energy_ha": 0.02186, "elements": ["C", "O", "C", "C", "C", "C", "C", "C", "O", "N", "C", "C", "C", "C", "C", "N", "C", "C", "C", "C", "C", "O", "C", "O", "C", "C", "C", "C", "C", "S", "C", "C", "O", "C", "H", "H", "H", "H", "H", "H", "H", "H", "H", "H", "H", "H", "H", "H", "H", "H", "H", "H", "H", "H", "H", "H", "H", "H", "H", "H", "H", "H", "H", "H", "H", "H", "H", "H"], "positions_angstrom": [[-4.5311, -3.7565, 2.4805], [-3.9827, -3.3489, 1.2527], [-3.0596, -2.3319, 1.2452], [-2.6392, -1.6816, 2.3987], [-1.7015, -0.6651, 2.3624], [-1.1527, -0.2583, 1.1560], [-0.1404, 0.8544, 1.1242], [-0.6694, 2.2301, 0.6327], [0.0315, 3.2103, 0.7780], [-1.9331, 2.2431, 0.1933], [-2.5323, 3.4128, -0.4172], [-2.4177, 3.3600, -1.9551], [-3.8289, 3.0648, -2.4861], [-4.6245, 2.5949, -1.2682], [-4.0362, 3.4233, -0.1294], [1.0564, 0.5096, 0.3557], [2.2195, 0.1475, 1.1337], [3.0408, 1.3915, 1.5659], [3.6498, 1.2388, 2.9618], [4.9159, 0.4413, 2.6542], [5.3097, 0.9783, 1.2732], [4.1544, 1.5865, 0.7109], [1.0810, 0.7816, -0.9676], [0.0932, 1.1812, -1.5588], [2.3867, 0.5235, -1.7051], [2.6921, -0.9345, -1.7754], [1.8285, -1.9708, -1.9496], [2.4681, -3.2317, -1.9814], [3.8117, -3.1408, -1.8294], [4.3288, -1.5086, -1.6450], [-1.5756, -0.8974, -0.0016], [-2.5124, -1.9264, 0.0125], [-2.7903, -2.4237, -1.2244], [-3.7211, -3.4644, -1.4168], [-5.2225, -4.5613, 2.2343], [-5.0816, -2.9450, 2.9676], [-3.7626, -4.1373, 3.1610], [-3.0440, -1.9720, 3.3546], [-1.4040, -0.1895, 3.2850], [0.1914, 1.0524, 2.1499], [-2.3497, 1.3566, -0.0510], [-2.0109, 4.2740, 0.0055], [-2.0381, 4.3019, -2.3465], [-1.7098, 2.5791, -2.2291], [-3.8193, 2.3205, -3.2804], [-4.2785, 3.9760, -2.8838], [-5.6965, 2.7482, -1.3868], [-4.4501, 1.5323, -1.0889], [-4.4117, 4.4455, -0.1822], [-4.2613, 3.0191, 0.8567], [1.8700, -0.4044, 2.0095], [2.8565, -0.5209, 0.5545], [2.4033, 2.2776, 1.4709], [3.9089, 2.2224, 3.3542], [2.9869, 0.7409, 3.6652], [4.6888, -0.6239, 2.6001], [5.7020, 0.5941, 3.3898], [6.0862, 1.7477, 1.3448], [5.6660, 0.1860, 0.6053], [3.1984, 1.0695, -1.2216], [2.2550, 0.9237, -2.7153], [0.7663, -1.8401, -2.0531], [1.9442, -4.1614, -2.1129], [4.5409, -3.9260, -1.8169], [-1.1875, -0.6024, -0.9628], [-4.7219, -3.1801, -1.0856], [-3.7309, -3.6369, -2.4931], [-3.4176, -4.3797, -0.9046]]}

Entry 2:
{"formula": "C20H20ClF2N3O", "method": "wB97M-V/def2-TZVPD", "total_charge": 0, "homo_lumo_gap_ev": 7.6514, "smiles": "CCN(CC)Cc1c(O)c(F)cc(Nc2ccnc3cc(Cl)ccc23)c1F", "spin_multiplicity": 1, "e_homo_ha": -0.2894, "lumo_energy_ha": -0.00819, "elements": ["C", "C", "N", "C", "C", "C", "C", "C", "O", "C", "F", "C", "C", "N", "C", "C", "C", "N", "C", "C", "C", "Cl", "C", "C", "C", "C", "F", "H", "H", "H", "H", "H", "H", "H", "H", "H", "H", "H", "H", "H", "H", "H", "H", "H", "H", "H", "H"], "positions_angstrom": [[1.2610, 3.3871, 1.6291], [0.7263, 3.0674, 3.0589], [0.6251, 1.6545, 3.4464], [1.5557, 1.1736, 4.5209], [0.9099, 1.3082, 5.8632], [-0.7040, 1.0084, 3.2727], [-1.1737, 0.9269, 1.8423], [-2.4418, 1.5011, 1.5652], [-3.0602, 2.2859, 2.5060], [-3.0623, 1.1633, 0.3447], [-4.3933, 1.5200, 0.0506], [-2.4996, 0.4303, -0.5585], [-1.2297, -0.1675, -0.3409], [-0.7666, -1.0599, -1.2240], [-1.4913, -2.2197, -1.7098], [-2.4992, -2.7343, -0.8685], [-3.1342, -3.9031, -1.2019], [-2.8311, -4.5795, -2.3339], [-1.8311, -4.1077, -3.1697], [-1.4001, -5.0159, -4.1278], [-0.3953, -4.5605, -4.9469], [0.3382, -5.7294, -6.1026], [0.1745, -3.2486, -4.8296], [-0.1923, -2.4959, -3.7370], [-1.1285, -2.9925, -2.8041], [-0.5901, 0.1137, 0.8684], [0.6175, -0.5578, 1.1333], [0.6528, 2.8606, 0.9160], [1.2494, 4.4399, 1.2855], [2.3100, 2.9677, 1.5386], [1.2578, 3.6026, 3.7855], [-0.3038, 3.3707, 3.1286], [1.8002, 0.1449, 4.2427], [2.4302, 1.7153, 4.3333], [-0.1140, 0.9595, 5.8670], [1.5801, 0.9033, 6.7040], [0.7659, 2.3611, 6.1177], [-1.3061, 1.6612, 3.7911], [-0.7071, 0.0051, 3.6395], [-4.0009, 2.5225, 2.2395], [-3.0889, 0.2561, -1.4591], [0.2340, -1.2486, -1.1568], [-2.7436, -2.2393, 0.0498], [-3.9233, -4.0798, -0.4531], [-1.9226, -5.9949, -4.0649], [1.1329, -3.0018, -5.3321], [0.2887, -1.5182, -3.5477]]}

Entry 3:
{"formula": "C6H15BrN", "method": "wB97M-V/def2-TZVPD", "total_charge": 1, "e_above_lowest_ev": 4.8966, "homo_lumo_gap_ev": 8.1328, "spin_multiplicity": 1, "e_homo_ha": -0.4463, "lumo_energy_ha": -0.14746, "elements": ["C", "C", "C", "C", "C", "C", "N", "Br", "H", "H", "H", "H", "H", "H", "H", "H", "H", "H", "H", "H", "H", "H", "H"], "positions_angstrom": [[1.7815, 1.7827, 0.7002], [0.6513, 2.3115, -1.6550], [-1.7585, -2.3049, -0.0075], [0.2247, -1.8050, 1.2050], [1.1861, 1.3210, -0.6217], [-0.8703, -0.0830, -0.2244], [-1.0408, -1.2084, 0.6082], [-2.2829, 1.1355, 0.0047], [1.6107, 0.9999, 1.4394], [1.3838, 2.6649, 1.0190], [2.8132, 1.7401, 0.6604], [1.3522, 3.1097, -1.6615], [-0.2625, 2.9242, -1.4815], [0.5236, 1.9039, -2.6070], [-1.8762, -3.2012, 0.6905], [-2.7873, -1.9981, -0.1802], [-1.2561, -2.6142, -0.9048], [-0.0530, -2.8751, 1.6118], [0.9936, -1.9371, 0.5089], [0.6471, -0.9962, 1.9690], [1.4973, 0.4067, -1.2271], [-0.9027, -0.4477, -1.2278], [-1.5748, -0.8291, 1.3814]]}

Entry 4:
{"formula": "C5H11NO2", "method": "wB97M-V/def2-TZVPD", "total_charge": 0, "e_above_lowest_ev": 6.3245, "homo_lumo_gap_ev": [7.8895, 7.8890], "spin_multiplicity": 1, "e_homo_ha": [-0.2964, -0.2962], "lumo_energy_ha": [-0.00647, -0.00633], "elements": ["C", "C", "C", "C", "C", "N", "O", "O", "H", "H", "H", "H", "H", "H", "H", "H", "H", "H", "H"], "positions_angstrom": [[-0.7254, 0.0951, -0.1406], [1.7540, -0.1598, 1.1636], [-0.5110, -1.3121, -0.0632], [-1.7039, 0.7181, 0.8281], [-0.7141, 0.7219, -1.5160], [1.5142, -1.2630, 0.2027], [1.0304, 0.8754, 0.5984], [2.1252, -0.9585, -0.9742], [2.3479, 0.0074, -0.9304], [1.3763, -0.4798, 2.1434], [2.8338, 0.0525, 1.2653], [-0.5667, -1.9020, -0.9762], [-0.9039, -1.8202, 0.8169], [-1.7904, 0.1502, 1.7579], [-2.6955, 0.8597, 0.3872], [-1.3193, 1.7062, 1.1032], [0.2890, 1.1057, -1.7301], [-0.9688, 0.0135, -2.3076], [-1.3719, 1.5895, -1.6282]]}